The following is a quantum chemistry calculation of a structure of composition C2H4O3S2, from OMol25.

The value obtained for the gap between HOMO and LUMO is 10.61 eV. The total energy is -29949.674 eV. Its strongest force on any atom is 0.059 Eh/bohr.

The geometry in ORCA input format:
```
! wB97M-V def2-TZVPD RIJCOSX def2/J DEFGRID3
* xyz 0 1
C 0.2487 -1.1478 -0.0235
C -0.7125 0.0406 -0.0812
O 1.2130 2.1402 0.3966
O 0.2394 0.9477 2.2587
O 1.4409 -0.5852 0.5007
S -1.2966 0.6872 -1.6161
S 0.6043 0.9532 0.8877
H -0.1153 -1.9811 0.6760
H 0.4213 -1.6489 -0.9988
H -1.6595 0.2099 0.4934
H -0.3837 0.3842 -2.4937
*
```

***

The following is a quantum chemistry calculation of a cluster of 2 separate species, C10H19BF9NO2P in total, from OMol25.

The value obtained for the gap between HOMO and LUMO is 6.46 eV. The total energy is -50681.014 eV. Its strongest force on any atom is 0.108 Eh/bohr.

The geometry in ORCA input format:
```
! wB97M-V def2-TZVPD RIJCOSX def2/J DEFGRID3
* xyz -1 1
N 4.7947 -1.7134 2.5400
C 3.3757 -1.4986 2.0127
C 3.3208 -0.3889 0.7738
B 1.8372 0.3184 0.7044
C 0.8446 -0.2617 -0.4746
C -0.1476 -1.4822 -0.0039
C -1.3238 -0.9957 1.0815
F -1.5285 0.4782 1.0774
F -0.7325 -1.3130 2.4353
C -2.6948 -1.8643 0.7652
F -2.2838 -3.3122 0.9053
F -3.1376 -1.7438 -0.6744
C -3.9058 -1.6385 1.8448
F -4.9784 -2.6647 1.5706
F -3.4957 -1.8771 3.2648
C -4.6247 -0.1681 1.7978
F -4.4168 0.6007 0.5500
F -6.1109 -0.4316 1.8739
F -4.3143 0.6105 3.0465
P 1.9530 2.2456 0.4079
O 3.4141 2.7251 0.0254
H 5.3643 -2.2848 1.8736
H 5.2399 -0.7769 2.7214
H 2.9182 -2.5537 1.6936
H 2.7475 -1.0880 2.9376
H 4.1354 0.4343 1.0626
H 3.6513 -0.8273 -0.2610
H 1.3597 0.2015 1.7975
H 1.5497 -0.7197 -1.3209
H 0.2144 0.5778 -1.0257
H 0.5514 -2.2869 0.5295
H -0.6009 -1.9661 -0.9746
H 1.4166 2.9891 1.5559
H 1.1053 2.5550 -0.7275
C -0.9228 1.5396 -4.4173
C -0.8082 2.8214 -3.6184
O 0.3750 2.7996 -2.8334
H -0.9416 0.6711 -3.7506
H -1.8323 1.5385 -5.0246
H -0.0579 1.4157 -5.0772
H -1.6631 2.9302 -2.9445
H -0.7757 3.6936 -4.2785
H 1.1288 2.7111 -3.4417
*
```

***

The following is a quantum chemistry calculation of the molecule C4H6S, from OMol25.

The value obtained for the gap between HOMO and LUMO is 9.77 eV. The total energy is -15077.686 eV. Its strongest force on any atom is 0.087 Eh/bohr. Its structure (SMILES) is S[C@H]1C=CC1.

The geometry in ORCA input format:
```
! wB97M-V def2-TZVPD RIJCOSX def2/J DEFGRID3
* xyz 0 1
S -1.9516 -1.2404 0.2887
C -0.4453 -0.1871 0.3894
C 0.8754 -0.6967 -0.0802
C 1.1676 0.3272 -0.8822
C -0.2903 1.0899 -0.4931
H -1.4285 -2.1741 1.1986
H -0.4878 -0.1364 1.5327
H 1.3180 -1.6454 0.3405
H 1.9642 0.8051 -1.5239
H 0.0022 2.0570 -0.0404
H -0.8072 1.2673 -1.3916
*
```

***

The following is a quantum chemistry calculation of a cluster of 3 separate species, C17H39N6O5 in total, from OMol25.

The value obtained for the gap between HOMO and LUMO is 8.38 eV. The total energy is -37428.244 eV. Its strongest force on any atom is 0.029 Eh/bohr.

The geometry in ORCA input format:
```
! wB97M-V def2-TZVPD RIJCOSX def2/J DEFGRID3
* xyz 1 1
C 0.7560 -0.5555 1.9272
C 2.0995 -1.2962 1.7328
C 3.0762 -0.6006 0.7811
C 2.5669 -0.5291 -0.6689
C 2.8609 0.7725 -1.4027
C 2.3070 2.0342 -0.7136
C 1.8917 3.1441 -1.7011
C 0.3657 3.3575 -1.6553
C -0.3378 2.1602 -2.2697
C -1.5974 1.6483 -1.5878
C -1.8794 0.2510 -2.1755
C -3.0897 -0.4408 -1.5510
C -2.8618 -1.9374 -1.2651
O -1.4758 -2.1715 -1.0485
C -3.4082 -2.8585 -2.3608
N -2.6385 -2.8677 -3.6028
N -2.1227 0.4500 -3.6489
C -1.1192 1.2016 -4.2706
N -0.6113 0.7192 -5.3729
N -0.7030 2.3772 -3.7265
H 0.7567 -0.1028 2.9146
H -0.0734 -1.2601 1.8790
H 0.6052 0.1964 1.1541
H 2.5483 -1.3729 2.7164
H 1.9178 -2.3195 1.4023
H 3.9944 -1.1882 0.7985
H 3.3161 0.3846 1.1812
H 1.4970 -0.7553 -0.6851
H 3.0431 -1.3423 -1.2198
H 3.9386 0.8959 -1.5245
H 2.4659 0.6885 -2.4203
H 1.4430 1.7598 -0.1073
H 3.0690 2.4060 -0.0343
H 2.1436 2.7978 -2.7094
H 2.4265 4.0767 -1.5500
H 0.0755 3.4275 -0.6090
H 0.0894 4.2967 -2.1339
H 0.3648 1.3238 -2.2735
H -2.4492 2.2686 -1.8788
H -1.5235 1.6581 -0.5045
H -0.9794 -0.3467 -2.0607
H -3.3606 0.0700 -0.6319
H -3.9264 -0.3644 -2.2460
H -3.4076 -2.1872 -0.3513
H -1.3627 -2.7801 -0.3207
H -3.4224 -3.8668 -1.9475
H -4.4515 -2.5999 -2.5493
H -1.8397 -3.4736 -3.4760
H -2.2716 -1.9408 -3.7784
H -3.0120 0.9284 -3.7588
H -1.0034 -0.1368 -5.7358
H 0.1478 1.1525 -5.8737
H 0.0688 2.7892 -4.2442
C 1.6875 -2.8965 6.5778
N 1.7894 -2.7594 5.1003
O 0.7608 -2.7295 4.4588
O 2.9030 -2.6816 4.6294
H 0.6391 -2.9501 6.8432
H 2.2184 -3.8020 6.8548
H 2.1639 -2.0246 7.0147
C -1.5902 1.6905 4.9652
N -0.2799 1.0596 5.2757
O -0.2546 0.1893 6.1155
O 0.6815 1.4587 4.6545
H -2.3470 1.2329 5.5903
H -1.4944 2.7526 5.1683
H -1.7850 1.5181 3.9110
*
```

***

The following is a quantum chemistry calculation of a cluster of 2 separate species, C6H11ClN4 in total, from OMol25.

The value obtained for the gap between HOMO and LUMO is 7.05 eV. The total energy is -24863.354 eV. Its strongest force on any atom is 0.105 Eh/bohr.

The geometry in ORCA input format:
```
! wB97M-V def2-TZVPD RIJCOSX def2/J DEFGRID3
* xyz 2 1
C 1.4978 -0.3205 -2.2072
C 0.9704 0.9383 -2.4595
C 1.1546 -1.0805 -1.1195
C -1.7665 -0.1208 4.1773
C -1.8311 -0.9349 3.0642
C -0.2123 0.7687 -0.5560
N 0.2828 -0.4767 -0.3021
N 0.1559 1.5878 -1.5762
N 1.6733 -2.2329 -0.8097
N -0.3059 2.7873 -1.7438
Cl -0.3306 -1.6475 2.4596
H 2.2208 -0.7812 -2.9100
H 1.2844 1.5858 -3.3199
H -2.5731 0.1596 4.8403
H -0.8688 0.2390 4.6437
H -2.6956 -1.3584 2.5363
H -1.0265 0.8755 0.0740
H 0.0672 -0.9751 0.6530
H 2.1572 -2.6144 -1.5787
H 1.2376 -2.9908 -0.2387
H -0.1150 3.2759 -2.5301
H -0.9766 3.3157 -1.0970
*
```

***

The following is a quantum chemistry calculation of a structure of composition C5H7N3, from OMol25.

The value obtained for the gap between HOMO and LUMO is 7.70 eV. The total energy is -9764.084 eV. Its strongest force on any atom is 0.091 Eh/bohr.

The geometry in ORCA input format:
```
! wB97M-V def2-TZVPD RIJCOSX def2/J DEFGRID3
* xyz 0 1
C 1.4419 -0.4993 -0.8729
C -0.2181 1.0633 0.0841
C 0.2701 -1.3348 -0.5359
N -0.4540 2.3765 -0.0775
C -0.5730 0.3484 1.2950
C -0.3231 -0.9790 1.2610
N 0.2447 0.4049 -0.9856
N -0.0421 -2.4718 -1.0218
H -1.1560 2.8244 0.4930
H -0.2662 2.7466 -0.9996
H -1.0004 -2.7328 -0.7842
H 2.1378 -0.3223 -0.0570
H 1.8829 -0.6771 -1.8532
H -1.2351 0.8602 1.9935
H -0.7095 -1.6073 2.0612
*
```

***

The following is a quantum chemistry calculation of a structure of composition C10H9AuClF5O4S, from OMol25.

The value obtained for the gap between HOMO and LUMO (spin up / spin down) is 7.77 / 5.45 eV. The total energy is -59331.547 eV. Its strongest force on any atom is 0.035 Eh/bohr. The expectation value of S² is 2.03.

The geometry in ORCA input format:
```
! wB97M-V def2-TZVPD RIJCOSX def2/J DEFGRID3
* xyz 0 3
Au -0.8545 -1.1956 0.2580
O -1.2726 -5.1013 1.4148
Cl -0.6169 -3.8752 1.3779
O 0.5664 -3.8548 2.1351
O -1.4991 -2.8144 1.8612
O -0.3067 -3.4867 0.0134
F -0.9933 2.9638 -5.4356
C -1.2310 2.4756 -4.2243
C -0.8805 1.1601 -3.9187
F -0.3009 0.3967 -4.8384
C -1.1407 0.6447 -2.6566
F -0.8075 -0.6269 -2.4104
C -1.7596 1.4122 -1.6569
S -2.1805 0.8347 -0.0787
C -2.1021 2.7371 -1.9919
F -2.6872 3.5037 -1.0783
C -1.8420 3.2665 -3.2485
F -2.1806 4.5185 -3.5395
C 0.6348 -0.0254 3.1289
C 1.5614 -0.6487 2.0936
C 3.0133 -0.1762 2.2850
C 1.1530 -0.3779 0.6740
H 1.0233 -0.1972 4.1285
H -0.3613 -0.4587 3.0668
H 0.5522 1.0496 2.9796
H 1.5566 -1.7391 2.2548
H 3.0792 0.9035 2.1567
H 3.6616 -0.6528 1.5562
H 3.3596 -0.4314 3.2804
H 1.7890 -0.8868 -0.0414
H 1.0663 0.6825 0.4544
*
```

***

The following is a quantum chemistry calculation of a cluster of 2 separate species, C4H10NO3 in total, from OMol25.

The value obtained for the gap between HOMO and LUMO is 7.82 eV. The total energy is -11944.804 eV. Its strongest force on any atom is 0.028 Eh/bohr.

The geometry in ORCA input format:
```
! wB97M-V def2-TZVPD RIJCOSX def2/J DEFGRID3
* xyz -1 1
C 0.3123 -0.8508 2.3106
C -0.0276 0.2798 1.3478
C 1.1572 1.2175 1.0325
N -0.5446 -0.3276 0.1264
C -1.1140 0.4043 -0.9474
O -0.9169 -0.0921 -2.0837
O -1.7423 1.4457 -0.6409
H -0.4768 -1.2126 2.9672
H 0.7218 -1.6843 1.7379
H 1.0951 -0.5074 2.9915
H -0.8291 0.9266 1.6440
H 1.4938 1.6757 1.9637
H 0.7430 1.9407 0.3447
H 1.9246 0.6571 0.4953
H -0.2236 -1.2438 -0.1151
H 2.3550 -0.7951 -1.7578
H 1.0068 -1.5073 -1.4423
O 1.9645 -1.6036 -1.4205
*
```

***

The following is a quantum chemistry calculation of a cluster of 2 separate species, C11H17Cl4N2O6P in total, from OMol25.

The value obtained for the gap between HOMO and LUMO is 7.49 eV. The total energy is -86313.939 eV. Its strongest force on any atom is 0.186 Eh/bohr. Its structure (SMILES) is CCOC[C@@]1(CC=O)[C@H]([PH2]=N)C(=O)O[C@@H]1CON=O.ClC(Cl)(Cl)Cl.

The geometry in ORCA input format:
```
! wB97M-V def2-TZVPD RIJCOSX def2/J DEFGRID3
* xyz 0 1
C 4.6207 1.1904 -0.4679
C 3.0769 1.2912 0.1056
O 2.1509 1.5428 -1.0123
C 1.2472 0.4080 -1.2560
C -0.3231 0.6958 -0.7573
C -1.0791 0.8804 -2.1998
C -1.3832 -0.6680 -2.7547
O -2.5688 -1.0685 -3.2222
C -0.6023 -0.6621 0.1428
P -2.3826 -1.0917 0.6831
N -2.2503 -2.3451 1.7494
C 0.0799 -0.1538 1.5463
O 1.0030 -0.7025 2.3408
O -0.6362 1.1508 1.7414
C -0.4814 1.8292 0.4161
C -1.7574 2.8579 0.4123
O -3.0617 2.2365 0.1353
N -3.8227 3.2207 -0.3861
O -4.1097 2.9966 -1.5586
H 5.0136 2.2862 -0.6933
H 4.5868 0.5834 -1.4680
H 5.2857 0.6606 0.3428
H 2.8133 0.3622 0.7671
H 2.9927 2.2392 0.8235
H 1.2547 0.2135 -2.4334
H 1.6164 -0.6095 -0.7770
H -0.4423 1.4503 -3.0186
H -2.1175 1.4178 -2.1559
H -0.5242 -1.4969 -2.7369
H -0.2365 -1.6993 -0.3211
H -3.1353 -1.5617 -0.4867
H -3.0754 -0.0488 1.3961
H -2.6851 -2.0493 2.6712
H 0.4173 2.5581 0.6542
H -1.8314 3.2973 1.5200
H -1.6044 3.8124 -0.2790
Cl 1.4593 -5.9041 3.4924
C 0.7903 -5.0048 2.1074
Cl -0.9531 -5.3439 1.9654
Cl 1.0372 -3.2582 2.3581
Cl 1.6178 -5.5131 0.6136
*
```

***

The following is a quantum chemistry calculation of the molecule C5H4N2, from OMol25.

The value obtained for the gap between HOMO and LUMO (spin up / spin down) is 8.95 / 8.95 eV. The total energy is -8223.888 eV. Its strongest force on any atom is 0.048 Eh/bohr.

The geometry in ORCA input format:
```
! wB97M-V def2-TZVPD RIJCOSX def2/J DEFGRID3
* xyz 0 1
C -2.4684 1.5957 -1.1629
C -1.7786 0.6667 -0.6641
C -0.6929 -0.0262 -0.1854
C 0.2622 0.4758 0.8191
C 1.3587 -0.5062 0.7744
N 1.1896 -1.3577 -0.1824
N -0.0018 -1.0305 -0.7727
H 0.1713 1.1939 -0.1241
H 0.0153 1.0739 1.6906
H 2.2179 -0.5956 1.4344
H -0.2733 -1.4898 -1.6269
*
```

***

The following is a quantum chemistry calculation of a cluster of 7 separate species, C22H37FNO15 in total, from OMol25.

The value obtained for the gap between HOMO and LUMO is 9.13 eV. The total energy is -58329.857 eV. Its strongest force on any atom is 0.225 Eh/bohr.

The geometry in ORCA input format:
```
! wB97M-V def2-TZVPD RIJCOSX def2/J DEFGRID3
* xyz -1 1
F 0.7962 0.4437 -0.8023
C -1.2965 -2.3002 -0.5609
C -1.7932 -2.9584 0.7541
C -2.7528 -2.1135 1.5684
O -3.9945 -2.5456 1.1113
C -3.8360 -3.6170 0.4186
O -4.7281 -4.3026 -0.0961
O -2.6064 -4.0447 0.3885
H -2.1822 -1.9149 -1.0692
H -0.6937 -2.9129 -1.1151
H -0.6982 -1.5006 -0.2491
H -0.9098 -3.2389 1.3453
H -2.5459 -1.0307 1.3370
H -2.4905 -2.2340 2.6248
C 0.4604 3.5245 1.7290
C 1.7791 3.4764 0.9654
C 1.4926 3.6265 -0.4952
O 2.4100 4.7724 -0.7315
C 2.7777 5.3259 0.3019
O 3.1864 6.4329 0.1750
O 2.5453 4.5939 1.3645
H -0.1932 2.7010 1.6159
H -0.1534 4.3961 1.5237
H 0.7227 3.6139 2.6881
H 2.3006 2.5235 1.1368
H 0.4918 3.8172 -0.9399
H 1.8752 2.6982 -0.8703
C 1.6667 -2.9165 -3.1898
C 2.8601 -2.1723 -2.5195
C 2.7102 -1.7605 -1.0398
O 3.5911 -2.6681 -0.4366
C 4.2672 -3.4816 -1.2915
O 4.6937 -4.5634 -1.0451
O 3.9418 -3.1296 -2.5057
H 1.8344 -3.4865 -4.0848
H 0.9799 -2.1765 -3.5487
H 0.9921 -3.5326 -2.7483
H 3.3392 -1.4083 -3.0624
H 1.7920 -1.9318 -0.5062
H 3.0736 -0.7541 -0.9759
C 0.2922 -3.1116 5.9652
O 1.1602 -2.4177 5.1467
C 0.7459 -1.8827 3.9266
O -0.6134 -1.6897 3.7976
O 1.7154 -1.3137 3.0980
C 1.3100 -0.4060 2.0430
H 0.2816 -4.1197 5.6225
H -0.7496 -2.8153 5.9854
H 0.6094 -2.9463 7.0082
H 2.1064 0.1009 1.5984
H 0.6034 0.3598 2.4771
H 0.5951 -0.9208 1.4108
C -1.9225 1.3792 -0.1125
O -3.3027 1.4041 0.2424
C -3.7008 1.8175 1.4474
O -2.7387 2.3439 2.3221
O -4.9173 1.9525 1.6995
C -5.2582 2.7711 2.7182
H -1.5387 2.4572 0.0695
H -1.7747 1.0820 -1.1372
H -1.3930 0.6569 0.4931
H -5.4512 3.7695 2.3881
H -4.7110 2.4855 3.6909
H -6.2448 2.4290 2.9168
C 2.0465 1.3845 -3.7657
C 1.0724 0.5165 -4.5774
C -0.3705 0.7711 -4.2729
C -0.6932 1.9359 -5.0727
N -0.9455 2.9147 -5.6672
H 2.8860 1.4537 -4.3828
H 2.3467 0.9765 -2.8615
H 1.7593 2.3521 -3.5660
H 1.2783 -0.4890 -4.2924
H 1.3049 0.5086 -5.7190
H -0.4604 1.1092 -3.3002
H -1.0324 -0.0700 -4.5041
*
```

***

The following is a quantum chemistry calculation of a structure of composition C38H36FN6O5S5Zr, from OMol25.

The value obtained for the gap between HOMO and LUMO is 5.49 eV. The total energy is -117342.424 eV. Its strongest force on any atom is 0.011 Eh/bohr.

The geometry in ORCA input format:
```
! wB97M-V def2-TZVPD RIJCOSX def2/J DEFGRID3
* xyz 1 1
Zr 0.1972 -0.4859 -0.1686
C -2.9250 -0.8753 2.3202
C -3.2267 -2.0325 1.3799
S -1.9403 -2.4526 0.1593
C -2.9663 -2.5286 -1.3322
C -3.6902 -1.2424 -1.7312
S -2.6323 0.2291 -1.7544
C -3.6382 1.4214 -0.8501
C -3.9104 1.0861 0.6126
S -2.3979 0.6593 1.5223
H -2.1125 -1.1376 2.9929
H -3.8095 -0.6755 2.9278
H -4.1367 -1.8340 0.8169
H -3.4120 -2.9287 1.9731
H -3.6905 -3.3317 -1.1869
H -2.2853 -2.8437 -2.1202
H -4.5322 -1.0474 -1.0666
H -4.1112 -1.3940 -2.7256
H -4.5816 1.5975 -1.3700
H -3.0587 2.3439 -0.9237
H -4.6019 0.2475 0.6899
H -4.3882 1.9361 1.1002
C 4.0379 -2.5807 6.5621
C 4.3356 -1.5799 5.4599
N 3.1683 -1.3277 4.5996
C 3.1125 -1.9056 3.3938
C 2.0766 -1.7670 2.5117
C 2.2033 -2.4562 1.1781
O 3.1695 -3.1453 0.9504
O 1.2072 -2.2296 0.3736
C 0.9589 -0.9830 2.8748
O -0.0249 -0.7585 2.1204
C 1.0007 -0.3652 4.1965
C -0.0338 0.5034 4.5702
C 0.0756 1.1910 5.7364
F -0.8977 2.0559 6.1122
C 1.1943 1.0667 6.5744
C 2.1976 0.1994 6.2252
C 2.1200 -0.5220 5.0202
N 1.3390 1.8779 7.7524
C 1.4567 3.2998 7.4412
C 1.9248 4.0486 8.6693
N 0.9447 3.8002 9.7918
C 0.7745 2.3250 10.0640
C 0.3433 1.6375 8.7858
H 4.9295 -2.7332 7.1698
H 3.7467 -3.5416 6.1388
H 3.2334 -2.2404 7.2144
H 5.1211 -1.9504 4.8052
H 4.6862 -0.6256 5.8515
H 3.9568 -2.5164 3.0973
H -0.8701 0.6702 3.9041
H 3.0518 0.1278 6.8810
H 0.5110 3.7280 7.0786
H 2.1978 3.4348 6.6538
H 1.9709 5.1234 8.5064
H 2.8880 3.6829 9.0206
H 0.0380 4.1986 9.5355
H 1.2488 4.2820 10.6380
H 0.0406 2.2213 10.8606
H 1.7452 1.9664 10.4015
H -0.6595 1.9851 8.4940
H 0.2752 0.5682 8.9830
S 2.4293 0.0838 -1.2194
C 1.8466 0.5012 -2.8221
C 2.4706 1.5092 -3.5507
C 2.0113 1.8638 -4.8115
C 2.6567 2.9381 -5.5132
N 3.1626 3.8135 -6.0590
C 0.9118 1.1954 -5.3648
C 0.2931 0.1818 -4.6457
C 0.7474 -0.1716 -3.3810
S -0.0460 -1.4613 -2.4848
C 0.3967 1.5559 -6.6557
N -0.0156 1.8350 -7.6912
H 3.3136 2.0344 -3.1231
H -0.5605 -0.3282 -5.0703
O -0.2856 1.6477 -1.0189
C 0.3018 2.2392 -0.0914
N 0.7599 1.5219 0.9418
C 1.4346 2.3685 1.8087
O 1.9902 2.0551 2.8391
C 1.3456 3.7619 1.2311
C 1.8627 4.9608 1.6676
C 1.6313 6.0822 0.8703
C 0.9152 5.9912 -0.3184
C 0.4008 4.7720 -0.7572
C 0.6311 3.6768 0.0464
H 2.4395 5.0250 2.5807
H 2.0282 7.0425 1.1730
H 0.7677 6.8795 -0.9180
H -0.1382 4.6869 -1.6914
*
```